DFT (ωB97M-V/def2-TZVPD) results for the molecule C4H8O3S2 in a non-equilibrium geometry.

Values from the calculation:
Max |F| in eV/Å: 3.68
E_LUMO in eV: 0.56
SMILES: O=S1(=O)C[C@H]1SCCO
HOMO in eV: -9.04
2S+1: 1

Last column: Mulliken charge in e.
CARTESIAN COORDINATES (ANGSTROEM)
O 0.88 -1.71 -1.08  -0.5818
S 0.90 -1.43 0.30  0.8918
O 0.44 -2.49 1.17  -0.6214
C 2.25 -0.54 0.86  -0.5814
C 0.87 0.21 0.97  -0.0808
S 0.62 1.67 0.02  -0.1826
C -0.73 1.30 -1.24  -0.6548
C -1.62 0.19 -0.73  -0.4573
O -2.07 0.36 0.59  -0.4937
H 2.77 0.04 0.06  0.3527
H 2.87 -0.55 1.80  0.2887
H 0.49 0.29 2.05  0.3571
H -1.25 2.17 -1.37  0.4761
H -0.03 1.20 -2.04  0.3383
H -0.99 -0.71 -0.79  0.2505
H -2.52 0.18 -1.36  0.3871
H -2.85 -0.19 0.78  0.3116